Molecular formula: CH2ClN3O4
Method: DFT, ωB97M-V/def2-TZVPD

XYZ file:
```
11
Properties=species:S:1:pos:R:3
Cl 3.0367 0.0056 -0.6476
O 1.4741 1.9734 0.4481
O -2.3573 0.0161 -0.9613
O -0.8460 -1.1429 -0.0067
O 1.7024 -1.5642 0.8915
N -1.3390 -0.0950 -0.3451
N 1.9753 -0.2258 0.8087
N -0.7716 0.9727 0.2121
C 1.0610 0.8986 0.5403
H -0.9861 1.9132 -0.1316
H 0.8005 -1.7356 0.4793
```

Summary:
Gap between HOMO and LUMO   9.64 eV
Multiplicity   1
LUMO   -1.175 eV
ΔE to the lowest compared entry with this formula, charge and spin   169.8 kJ/mol
Molecular weight   155.50 u
Charge   0